(1)
ORCA calculation (wB97M-V/def2-TZVPD) on 7 unconnected molecules or ions with the total composition C42H41FINO3PS.

The frontier orbital gap is 0.2212 hartree. The value obtained for the total energy is -3042.59336 Ha. The total charge is -1.

Positions of all 91 atoms, in Å:
O  -0.2442  9.8263  0.5160
S  -0.8511  8.7708  -0.3014
O  0.2725  8.0507  -0.9540
F  -1.8092  9.5445  -1.4000
C  -1.7636  7.6586  0.8317
C  -3.2784  7.5049  0.4052
C  -4.2322  7.9897  1.3827
C  -5.6602  7.8214  1.0420
C  -5.8539  7.1770  -0.2569
C  -4.7949  6.7750  -1.1533
N  -3.4895  6.9424  -0.8130
P  -1.0944  5.8985  0.7112
O  -2.3639  4.7844  0.9149
I  0.4117  5.4469  2.6239
H  -3.9309  8.4643  2.3425
H  -6.4873  8.1196  1.7150
H  -6.9056  6.9838  -0.5867
H  -5.0556  6.2905  -2.1256
H  -2.2923  4.1184  0.2077
C  5.0366  2.2201  2.0886
C  3.9741  3.0990  1.9110
C  2.8538  3.0115  2.7287
C  2.8008  2.0499  3.7314
C  3.8647  1.1734  3.9119
C  4.9806  1.2554  3.0881
H  5.9089  2.2869  1.4476
H  4.0182  3.8531  1.1333
H  2.0184  3.6968  2.5840
H  1.9286  1.9843  4.3723
H  3.8232  0.4242  4.6952
H  5.8078  0.5677  3.2258
C  0.4234  -2.6238  2.8534
C  0.4313  -3.4569  1.7414
C  1.2419  -3.1570  0.6534
C  2.0523  -2.0281  0.6817
C  2.0471  -1.1971  1.7954
C  1.2299  -1.4923  2.8792
H  -0.2116  -2.8562  3.7006
H  -0.1961  -4.3412  1.7225
H  1.2429  -3.8035  -0.2171
H  2.6882  -1.7961  -0.1648
H  2.6804  -0.3172  1.8183
H  1.2223  -0.8405  3.7449
C  -0.4488  3.4403  -3.4452
C  -0.7402  4.7293  -3.0143
C  0.2513  5.6988  -2.9855
C  1.5392  5.3813  -3.4004
C  1.8334  4.0934  -3.8364
C  0.8406  3.1212  -3.8548
H  -1.2261  2.6840  -3.4619
H  -1.7465  4.9815  -2.6967
H  0.0140  6.6961  -2.6376
H  2.3143  6.1388  -3.3835
H  2.8387  3.8475  -4.1611
H  1.0710  2.1157  -4.1891
C  -1.9632  -6.4783  0.2982
C  -1.0273  -7.3937  0.7635
C  -1.4065  -8.7046  1.0245
C  -2.7205  -9.1031  0.8113
C  -3.6562  -8.1890  0.3425
C  -3.2784  -6.8744  0.0895
H  -1.6674  -5.4549  0.0978
H  -0.0005  -7.0846  0.9236
H  -0.6776  -9.4166  1.3937
H  -3.0153  -10.1268  1.0106
H  -4.6813  -8.5005  0.1748
H  -4.0089  -6.1599  -0.2708
C  7.7232  -2.5156  0.7491
C  7.4266  -1.2216  1.1587
C  8.4230  -0.2538  1.1821
C  9.7152  -0.5778  0.7863
C  10.0111  -1.8709  0.3731
C  9.0165  -2.8411  0.3584
H  6.9461  -3.2710  0.7343
H  6.4170  -0.9670  1.4610
H  8.1925  0.7540  1.5080
H  10.4915  0.1784  0.7999
H  11.0188  -2.1231  0.0628
H  9.2488  -3.8511  0.0412
C  -6.6751  -6.2415  -1.6958
C  -6.1007  -7.2036  -2.5198
C  -6.5531  -7.3610  -3.8239
C  -7.5725  -6.5503  -4.3082
C  -8.1433  -5.5866  -3.4864
C  -7.6981  -5.4348  -2.1792
H  -6.3252  -6.1206  -0.6769
H  -5.3008  -7.8313  -2.1440
H  -6.1102  -8.1151  -4.4639
H  -7.9217  -6.6699  -5.3272
H  -8.9373  -4.9533  -3.8651
H  -8.1475  -4.6867  -1.5369


(2)
ORCA calculation (wB97M-V/def2-TZVPD) on a molecular structure, C36H74N2O22Zr.

The frontier orbital gap is 0.2388 hartree. The value obtained for the total energy is -3227.25725 Ha. The total charge is +2.

Positions of all 135 atoms, in Å:
Zr  2.4394  0.2952  -1.6293
O  1.1230  -0.8322  -0.2290
C  -0.2496  -0.4637  -0.2196
C  -0.6606  0.4927  -1.4239
O  0.4650  1.0945  -2.1511
H  -0.3474  0.0057  0.7593
H  -0.8057  -1.3988  -0.2868
H  -1.3080  1.3002  -1.0822
H  -1.3193  -0.0512  -2.1009
C  -4.5399  1.1598  -2.0086
N  -5.6214  2.0386  -1.3883
O  -6.6513  2.2141  -2.0509
O  -5.3463  2.4988  -0.2953
H  -4.6426  0.1920  -1.5178
H  -3.6065  1.6812  -1.7965
H  -4.6728  1.1649  -3.0905
C  -1.3290  -2.3994  2.8627
N  -2.6943  -1.8238  2.6575
O  -2.9970  -1.4814  1.5489
O  -3.4738  -1.9550  3.6294
H  -0.6438  -1.7220  3.3724
H  -1.0312  -2.6779  1.8518
H  -1.4942  -3.3229  3.4177
O  1.5115  -3.6141  3.2450
C  2.4731  -4.0487  2.7044
O  3.4610  -4.7496  3.2500
C  3.4055  -5.0967  4.6204
C  4.3642  -4.2299  5.4825
C  2.6820  -3.7663  1.2441
H  3.6389  -6.1598  4.6793
H  2.3890  -4.9856  4.9980
H  5.3127  -4.2423  4.9454
H  4.4820  -4.6510  6.4809
H  3.9513  -3.2212  5.4866
H  1.8635  -3.1559  0.8624
H  2.7682  -4.7368  0.7555
H  3.6588  -3.3024  1.1077
O  3.5850  0.1168  0.5481
C  4.3222  0.0201  1.5247
O  3.8994  -0.1847  2.8115
C  2.5004  -0.2400  3.0918
C  2.1856  -0.5110  4.5487
C  5.8097  -0.1137  1.2738
H  2.0641  -1.0844  2.5581
H  2.0761  0.6957  2.7279
H  2.5628  -1.4757  4.8881
H  1.1248  -0.4324  4.7865
H  2.6574  0.2642  5.1525
H  6.2468  -0.6398  2.1225
H  6.2702  0.8741  1.2889
H  6.0244  -0.6403  0.3439
O  -0.4796  1.8937  4.8430
C  -0.4168  2.7643  3.9089
O  -1.1648  2.7324  2.7919
C  -2.2569  1.7835  2.6927
C  -3.4183  2.7402  2.4553
C  0.4722  3.9988  3.9349
H  -2.5090  1.0869  3.4923
H  -2.1370  1.1469  1.8160
H  -3.3506  3.2934  1.5185
H  -3.6720  3.4115  3.2757
H  -4.4007  2.2736  2.3828
H  0.6948  4.2107  2.8891
H  1.3513  3.7591  4.5331
H  0.1255  4.9239  4.3956
O  -4.1161  4.3022  -4.1053
C  -3.3559  4.4739  -3.1288
O  -3.6951  5.1407  -2.0025
C  -5.0018  5.3903  -1.8052
C  -5.0792  5.6705  -0.2894
C  -1.9607  4.0241  -3.2147
H  -5.7241  4.6193  -2.0735
H  -5.2268  6.2822  -2.3900
H  -4.7153  4.8627  0.3455
H  -6.1291  5.6815  0.0035
H  -4.6692  6.5791  0.1515
H  -2.0677  2.9409  -3.1569
H  -1.2484  4.3117  -2.4414
H  -1.6066  4.2864  -4.2117
O  2.4793  0.4043  -4.0560
C  2.2324  0.5854  -5.2974
O  1.8409  1.7191  -5.8570
C  1.9575  2.9492  -5.1510
C  1.5041  4.1155  -5.9957
C  2.3926  -0.4829  -6.2994
H  2.9986  3.0339  -4.8394
H  1.4221  2.9116  -4.2023
H  1.9788  4.1701  -6.9754
H  1.7161  5.0821  -5.5388
H  0.4294  4.0936  -6.1765
H  3.2363  -0.2662  -6.9546
H  1.4324  -0.6431  -6.7897
H  2.6139  -1.3639  -5.6969
O  -1.0358  -5.3056  1.0974
C  -2.1923  -5.1560  0.6486
O  -3.3263  -5.5508  1.2715
C  -3.2693  -6.2253  2.5275
C  -3.1785  -7.7309  2.2982
C  -2.5399  -4.4949  -0.6666
H  -4.2178  -6.0643  3.0398
H  -2.5006  -5.7222  3.1142
H  -4.0779  -8.1283  1.8278
H  -3.0970  -8.2307  3.2635
H  -2.3434  -8.0601  1.6799
H  -3.4944  -4.7981  -1.0968
H  -1.7805  -4.7668  -1.3998
H  -2.4785  -3.4129  -0.5502
O  1.9169  2.2378  -0.0040
C  1.7724  3.4343  0.1223
O  2.4155  4.2044  1.0091
C  3.4142  3.7518  1.9053
C  4.7970  3.9979  1.3765
C  0.7214  4.2138  -0.6275
H  3.3053  2.7015  2.1757
H  3.2113  4.3308  2.8063
H  5.0894  5.0424  1.2684
H  4.9593  3.4692  0.4373
H  5.5243  3.6120  2.0908
H  0.4691  3.8282  -1.6153
H  1.1250  5.2111  -0.8023
H  -0.1584  4.3203  0.0071
O  1.6754  -1.7610  -2.8942
C  1.1724  -2.8230  -3.2439
O  0.1468  -3.0262  -4.0441
C  -0.5942  -1.9203  -4.4344
C  -1.9759  -2.1854  -3.8235
C  1.8908  -4.0448  -2.8535
H  -0.6376  -2.0563  -5.5150
H  -0.2810  -0.8961  -4.2322
H  -2.5565  -2.8513  -4.4618
H  -2.6205  -1.3084  -3.7641
H  -1.8419  -2.6207  -2.8332
H  2.8817  -3.9433  -3.2961
H  1.2357  -4.8601  -3.1604
H  2.1142  -4.0032  -1.7874


(3)
ORCA calculation (wB97M-V/def2-TZVPD) on 2 unconnected molecules or ions with the total composition C6H12N2O.

The frontier orbital gap (alpha / beta) is 0.3312 / 0.2452 hartree. The value obtained for the total energy is -420.40385 Ha. Its energy above the lowest of the compared OMol25 structures with the same formula, charge and spin is 472.7 kJ/mol.

Positions of all 21 atoms, in Å:
C  0.8631  1.5926  -1.4348
C  -1.5448  -0.8415  0.6941
C  -0.1025  1.1973  -0.2991
C  -0.4155  -0.4572  -0.2522
C  -0.1997  -1.2685  -1.3166
N  -1.2577  1.9154  -0.1923
H  -2.0319  1.3861  -0.5961
H  0.3615  1.4613  -2.3948
H  1.1300  2.6403  -1.3076
H  1.7765  1.0021  -1.4321
H  -2.5078  -0.7841  0.1844
H  -1.4329  -1.8658  1.0521
H  -1.6111  -0.1584  1.5427
H  0.5621  -1.0509  -2.0509
H  -0.7279  -2.2078  -1.4262
N  1.0330  -0.8682  2.1440
C  1.3208  -0.5978  0.8671
O  2.3655  -0.6390  0.3014
H  0.1146  -0.7132  2.5170
H  1.7887  -1.1209  2.7680
H  0.5159  1.3781  0.6321


(4)
ORCA calculation (wB97M-V/def2-TZVPD) on 2 unconnected molecules or ions with the total composition C5H14.

Its SMILES is CCC.CC. The frontier orbital gap is 0.4624 hartree. The value obtained for the total energy is -198.87471 Ha. Its energy above the lowest of the compared OMol25 structures with the same formula, charge and spin is 37.9 kJ/mol.

Positions of all 19 atoms, in Å:
C  -0.3073  0.7753  -2.0010
C  1.1926  0.6472  -1.7796
C  1.5818  -0.8185  -1.5385
H  -0.8586  0.2611  -1.2147
H  -0.7158  0.4433  -2.9593
H  -0.6488  1.8135  -1.9607
H  1.7292  1.0220  -2.6480
H  1.4464  1.3050  -0.9559
H  0.8282  -1.5137  -1.9119
H  2.4848  -1.1084  -2.0757
H  1.7571  -0.9957  -0.4780
C  -0.4544  -0.4923  2.7644
C  -1.7333  0.0877  2.1603
H  0.3890  -0.2671  2.1062
H  -0.1548  -0.2002  3.7577
H  -0.3857  -1.5803  2.6437
H  -1.9288  1.0628  2.5869
H  -2.5502  -0.5797  2.4268
H  -1.6713  0.1381  1.0773


(5)
ORCA calculation (wB97M-V/def2-TZVPD) on a gas-phase ion, CH3N2 (charge +1).

Its SMILES is C[N+]#N. The frontier orbital gap (alpha / beta) is 0.4104 / 0.4094 hartree. The value obtained for the total energy is -148.92260 Ha. Its energy above the lowest of the compared OMol25 structures with the same formula, charge and spin is 398.4 kJ/mol. The total charge is +1.

Positions of all 6 atoms, in Å:
C  0.2926  -0.2467  -0.2827
N  -0.4623  0.4987  0.4836
N  -1.3791  1.1626  1.3422
H  1.0133  0.3684  -0.8572
H  0.8673  -0.9747  0.3243
H  -0.3319  -0.8082  -1.0103


(6)
ORCA calculation (wB97M-V/def2-TZVPD) on C18H30N2 in the gas phase.

Its SMILES is C1CC[C@]2(CC1)N=C1CCCC[C@H]1[C@]1(CCCCC1)N2. The frontier orbital gap is 0.3379 hartree. The value obtained for the total energy is -813.39534 Ha. Its energy above the lowest of the compared OMol25 structures with the same formula, charge and spin is 0.0 kJ/mol.

Positions of all 50 atoms, in Å:
C  3.5658  2.0664  1.1107
C  3.3515  0.6415  1.5939
C  1.9209  0.4492  2.1281
C  0.8623  0.8079  1.0788
C  1.1605  2.1755  0.4213
C  2.6066  2.3665  -0.0509
N  -0.4560  0.9144  1.7487
C  -1.4483  0.0746  1.5013
C  -2.6661  0.2080  2.3875
C  -3.9522  -0.1420  1.5993
C  -3.8738  -1.5430  1.0077
C  -2.7663  -1.5306  -0.0718
C  -1.3702  -1.0786  0.5194
C  -0.3373  -0.7682  -0.5896
C  0.0723  -2.0653  -1.2895
C  1.1528  -1.8403  -2.3530
C  0.7280  -0.8005  -3.4147
C  0.2716  0.5265  -2.7571
C  -0.8013  0.2798  -1.6344
N  0.8732  -0.2894  0.1396
H  4.5746  2.0980  0.7502
H  3.4059  2.7966  1.9067
H  3.5293  -0.0421  0.7815
H  4.0322  0.4396  2.4272
H  1.7724  -0.5888  2.4250
H  1.7648  1.1408  2.9628
H  0.4912  2.3030  -0.4051
H  0.9110  2.9701  1.1346
H  2.8541  1.6821  -0.8969
H  2.7539  3.3628  -0.4597
H  -2.7290  1.2154  2.8076
H  -2.6001  -0.4535  3.2701
H  -4.1786  0.5928  0.7750
H  -4.8332  -0.1700  2.2507
H  -4.8092  -1.8098  0.5357
H  -3.6581  -2.2665  1.8022
H  -2.7034  -2.5086  -0.5404
H  -3.0849  -0.8354  -0.8675
H  -0.9667  -1.9035  1.0877
H  -0.7888  -2.5553  -1.7651
H  0.3959  -2.7274  -0.4888
H  2.1393  -1.5762  -1.8906
H  1.2743  -2.8444  -2.8586
H  1.6392  -0.6312  -4.0155
H  0.0078  -1.2907  -4.1383
H  1.1298  1.0153  -2.2931
H  -0.1553  1.1773  -3.5384
H  -1.0829  1.2440  -1.1521
H  -1.6481  -0.0890  -2.1892
H  1.6689  -0.1978  -0.4932


(7)
ORCA calculation (wB97M-V/def2-TZVPD) on 16 unconnected molecules or ions with the total composition C11H54N14O16.

The frontier orbital gap is 0.3712 hartree. The value obtained for the total energy is -2422.22912 Ha.

Positions of all 95 atoms, in Å:
C  8.9572  9.3645  7.1427
O  8.2820  8.4108  7.9665
H  9.8624  8.9824  6.6861
H  8.3275  9.7361  6.3536
H  9.1073  10.2266  7.7721
H  8.2715  7.5840  7.5083
C  14.6961  8.3658  16.9008
O  13.5209  8.7382  16.2317
H  15.0554  7.4175  16.4604
H  15.5096  9.0749  16.8081
H  14.4873  8.1700  17.9892
H  13.7127  9.2915  15.4745
C  7.5232  12.0044  10.3404
O  8.4553  12.6962  11.1337
H  7.5241  10.9180  10.5028
H  6.4847  12.4330  10.4292
H  7.6597  12.1272  9.2600
H  8.7275  13.5150  10.6499
C  8.4301  11.1378  14.9326
O  8.9622  10.1173  15.8114
H  7.8854  10.6927  14.0963
H  7.6624  11.6578  15.5026
H  9.2262  11.7788  14.5739
H  9.5583  10.6065  16.3786
O  12.0162  10.6336  7.9692
H  11.8892  9.6463  7.9539
H  11.7356  11.1475  7.2028
O  9.6157  14.8991  9.2004
H  9.0629  15.4978  8.6925
H  10.3959  14.7051  8.6688
O  17.2134  11.7746  8.2460
H  17.1683  12.6154  8.7529
H  18.0346  11.9890  7.7697
O  13.4200  11.2718  10.2468
H  12.8630  11.0215  11.0076
H  12.9383  10.8880  9.4719
O  15.1630  9.6234  8.4720
H  15.8351  10.1250  7.9961
H  14.7242  10.2949  9.0312
C  13.0354  13.9929  8.4953
O  11.9279  13.7605  7.9508
N  13.2534  14.9262  9.4816
N  14.1463  13.2491  8.1236
H  12.4802  15.2989  9.9882
H  14.0937  14.8317  10.0444
H  14.9540  13.4238  8.7290
H  13.9777  12.4424  7.5984
C  11.9152  13.0376  13.3675
O  12.9062  13.7053  13.5467
N  11.7296  11.8604  14.0639
N  10.9604  13.4938  12.4929
H  11.0827  11.1091  13.7466
H  12.6061  11.5367  14.5051
H  11.2080  14.3173  11.9312
H  10.2066  12.8792  12.1402
C  10.0145  9.3624  11.6112
O  10.6223  9.5463  12.6412
N  10.3709  9.9176  10.3680
N  8.9320  8.5007  11.4579
H  10.2582  9.3128  9.5437
H  10.6234  10.8846  10.3615
H  8.7062  7.8738  12.2007
H  8.4279  8.4370  10.5846
C  12.5991  7.3251  9.3473
O  11.9466  7.9674  8.4841
N  13.9100  7.0579  9.2628
N  12.0138  6.8902  10.5027
H  14.3997  6.6644  10.0308
H  14.3510  7.5835  8.5028
H  10.9923  6.8724  10.4487
H  12.3632  6.0909  10.9728
C  14.7927  10.0485  13.2560
O  14.8739  10.2805  14.4779
N  13.7144  9.4549  12.7240
N  15.7142  10.3959  12.3261
H  13.0799  9.0301  13.3840
H  13.6862  9.1813  11.7414
H  16.5142  10.9777  12.5240
H  15.7072  10.0735  11.3805
C  16.2857  13.5448  11.2289
O  16.4789  13.6266  9.9516
N  17.3766  13.7540  12.1110
N  15.0814  13.2783  11.7792
H  18.1156  14.2334  11.5974
H  17.3101  13.9115  13.1002
H  14.2538  13.0043  11.2163
H  14.7914  13.2612  12.7393
C  10.5449  6.4805  14.1969
O  11.3542  5.7981  13.6078
N  9.1501  6.5367  13.9426
N  10.7610  7.2797  15.2913
H  8.8075  5.6865  13.4773
H  8.4524  7.0108  14.4405
H  11.6746  7.6047  15.5838
H  9.9900  7.9151  15.5681


(8)
ORCA calculation (wB97M-V/def2-TZVPD) on C4H6N2 in the gas phase.

Its SMILES is Nc1cc[nH]c1. The frontier orbital gap is 0.3266 hartree. The value obtained for the total energy is -265.48596 Ha. Its energy above the lowest of the compared OMol25 structures with the same formula, charge and spin is 130.3 kJ/mol.

Positions of all 12 atoms, in Å:
N  1.5151  1.2815  0.6105
C  0.6480  0.2794  0.1195
C  -0.5647  0.0982  0.8239
C  -1.4216  -0.6502  0.0801
N  -0.8067  -1.1065  -1.0251
C  0.5784  -0.5315  -1.0252
H  2.5101  1.2448  0.4694
H  1.3001  1.5907  1.5563
H  -0.7724  0.4721  1.8080
H  -2.4787  -0.7682  0.2628
H  -1.4320  -1.6195  -1.6644
H  0.9244  -0.2909  -2.0158